93
Properties=species:S:1:pos:R:3 method="wB97M-V/def2-TZVPD" e_above_lowest_kcal_mol=0.0 spin_multiplicity=2 s_squared=0.825 homo_lumo_gap_ev="5.511 / 4.474" total_energy_ev=-207720.50265 homo_energy_ev="-7.319 / -7.318"
In 0.1047 -1.1869 -0.9590
C -0.3903 -0.1904 3.4598
C 0.2029 -1.1225 2.4028
C 1.6678 -0.7506 2.2117
C 0.0922 -2.5755 2.8530
O -0.5051 -0.9514 1.1574
Ge -2.4671 -0.9482 1.2064
O -2.2635 -1.8683 -0.4138
C -3.3823 -2.5441 -1.0059
C -2.8917 -3.3279 -2.2145
C -4.4265 -1.5211 -1.4514
C -4.0013 -3.5193 -0.0006
O -2.4344 0.7862 0.5360
C -3.3926 1.8108 0.7603
C -2.7102 2.9561 1.5103
C -3.8858 2.2971 -0.5991
C -4.5846 1.3256 1.5921
H 0.2035 -0.2400 4.3754
H -1.4174 -0.4653 3.7007
H -0.3903 0.8404 3.0910
H 2.2154 -0.9001 3.1447
H 1.7540 0.2984 1.9228
H 2.1288 -1.3799 1.4477
H 0.6558 -2.7359 3.7757
H 0.4809 -3.2429 2.0850
H -0.9534 -2.8347 3.0304
H -2.2785 -2.6944 -2.8585
H -3.7456 -3.6832 -2.7957
H -2.2994 -4.1872 -1.9053
H -4.0172 -0.8718 -2.2273
H -4.7274 -0.8941 -0.6070
H -5.3152 -2.0258 -1.8386
H -3.2220 -4.1655 0.4091
H -4.7537 -4.1407 -0.4923
H -4.4791 -2.9902 0.8262
H -1.9643 3.4506 0.8801
H -2.2102 2.5704 2.4023
H -3.4402 3.7097 1.8170
H -3.0529 2.6859 -1.1910
H -4.6366 3.0839 -0.4849
H -4.3239 1.4659 -1.1541
H -4.2550 0.9813 2.5748
H -5.0879 0.4928 1.0960
H -5.3065 2.1331 1.7314
Br 0.8763 3.2549 5.6884
C 2.1538 3.5679 4.3440
C 2.9171 2.5073 3.8726
C 3.8206 2.7296 2.8501
C 3.9605 4.0083 2.3113
C 3.2486 5.0761 2.8438
C 2.3232 4.8542 3.8492
N 4.8701 4.2985 1.2598
N 5.1648 3.4011 0.4483
C 4.4210 2.3803 -0.0016
C 5.1460 1.1900 -0.3501
C 4.5272 0.0390 -0.6888
C 3.0806 -0.0190 -0.7468
O 2.4658 -1.0335 -1.0725
C 2.3300 1.2129 -0.4116
N 1.0066 1.0772 -0.4178
C 0.2403 2.1374 -0.2248
C 0.7966 3.4142 -0.1028
C 2.1632 3.5553 -0.0775
C 2.9734 2.4136 -0.1543
H 2.7977 1.5192 4.2963
H 4.4273 1.9140 2.4768
H 3.4049 6.0670 2.4361
H 1.7381 5.6706 4.2493
H 6.2241 1.2300 -0.2603
H 5.0817 -0.8638 -0.9063
H -0.8267 1.9442 -0.1584
H 0.1510 4.2784 -0.0269
H 2.6083 4.5403 -0.0252
F 0.1524 -3.9605 -2.2374
C 0.4716 -3.4220 -1.0140
F -0.3389 -4.0350 -0.0945
C 1.8739 -3.9907 -0.7064
F 2.3487 -3.4794 0.4423
F 1.8481 -5.3205 -0.5650
F 2.7482 -3.7122 -1.6742
C 2.2221 -2.6520 -4.5429
C 0.9407 -1.8935 -4.7162
C 0.2956 -1.8346 -5.9410
C -0.8698 -1.0967 -6.0038
N -1.3762 -0.4386 -4.9666
C -0.7066 -0.5558 -3.8138
S -1.3054 0.2864 -2.4112
N 0.4325 -1.2700 -3.6500
H 2.7490 -2.7442 -5.4921
H 2.0089 -3.6529 -4.1668
H 2.8564 -2.1569 -3.8096
H 0.6905 -2.3483 -6.8063
H -1.4277 -1.0180 -6.9316

---

86
Properties=species:S:1:pos:R:3 method="wB97M-V/def2-TZVPD" e_above_lowest_kcal_mol=0.0 spin_multiplicity=5 charge=+2 s_squared=6.022 homo_lumo_gap_ev="7.449 / 4.779" total_energy_ev=-140214.65305 homo_energy_ev="-13.328 / -13.324"
Os -0.7388 -0.4657 0.3552
C -3.8359 -6.5700 0.7386
O -3.6290 -6.1016 2.0722
C -2.9868 -4.9744 2.2812
C -2.9300 -4.5421 3.6294
C -2.3736 -3.3401 3.9259
C -1.8300 -2.4937 2.9261
C -1.4104 -1.1779 3.2508
C -1.4128 -0.6886 4.6659
O -1.0363 -0.3305 2.3718
C -1.7718 -2.9975 1.5845
O -1.1276 -2.3855 0.5991
C -2.3678 -4.2207 1.2887
H -4.4286 -7.4729 0.8316
H -2.8890 -6.8069 0.2511
H -4.3828 -5.8299 0.1523
H -3.3558 -5.1770 4.3936
H -2.3608 -3.0148 4.9562
H -2.4201 -0.7353 5.0802
H -1.0715 0.3431 4.6921
H -0.7577 -1.3007 5.2865
H -2.3137 -4.5696 0.2664
C -1.3497 0.6141 -2.9989
P -0.2120 -0.3142 -1.9367
C 1.3142 0.7014 -2.0171
N 1.5010 1.3328 -3.1394
C 2.6009 2.0782 -3.3252
C 2.8161 2.7908 -4.5215
C 3.9599 3.5220 -4.6699
C 4.9341 3.5687 -3.6452
C 4.7534 2.8943 -2.4712
C 3.5795 2.1394 -2.2800
N 3.3516 1.4850 -1.1282
C 2.2574 0.8021 -0.9461
P 1.9954 -0.0559 0.6765
C 3.4241 -1.1983 0.6565
C 2.4088 1.1454 2.0844
C 3.8196 1.7231 2.0281
C 1.3777 2.2738 2.0803
C 2.2484 0.3020 3.3596
C 0.1760 -1.9211 -2.8089
C 1.1806 -2.6910 -1.9457
C -1.1605 -2.6771 -2.8870
C 0.7561 -1.6776 -4.1961
H -0.9532 0.6330 -4.0098
H -1.4211 1.6355 -2.6276
H -2.3370 0.1529 -2.9799
H 2.0672 2.7438 -5.3013
H 4.1300 4.0732 -5.5847
H 5.8352 4.1467 -3.7987
H 5.4900 2.9224 -1.6788
H 4.3202 -0.6229 0.4317
H 3.2874 -1.9688 -0.0994
H 3.5191 -1.6876 1.6253
H 3.9968 2.2820 1.1187
H 4.5841 0.9519 2.1220
H 3.9359 2.4087 2.8709
H 1.4224 2.8498 1.1543
H 1.5749 2.9516 2.9125
H 0.3678 1.8855 2.1983
H 3.0860 -0.3819 3.4992
H 1.3233 -0.2800 3.3391
H 2.2132 0.9598 4.2295
H 0.8242 -2.8162 -0.9209
H 2.1456 -2.1809 -1.9339
H 1.3368 -3.6842 -2.3684
H -1.6470 -2.7243 -1.9091
H -0.9826 -3.6997 -3.2230
H -1.8437 -2.2097 -3.5967
H 1.6966 -1.1289 -4.1538
H 0.0684 -1.1390 -4.8469
H 0.9535 -2.6475 -4.6564
Br -1.4335 6.8109 1.4894
C -2.5467 5.3855 0.9157
C -3.9005 5.5961 0.6998
C -4.7003 4.5331 0.2986
C -4.1552 3.2748 0.1164
C -2.7913 3.0829 0.3243
C -1.9785 4.1402 0.7251
C -2.2067 1.7395 0.1619
O -2.8999 0.7071 0.1070
O -0.9111 1.6250 0.0940
H -4.3267 6.5788 0.8458
H -5.7564 4.6960 0.1339
H -4.7669 2.4354 -0.1853
H -0.9222 3.9838 0.8934

---

89
Properties=species:S:1:pos:R:3 method="wB97M-V/def2-TZVPD" e_above_lowest_kcal_mol=15.2 charge=-2 homo_lumo_gap_ev="4.024 / 6.071" total_energy_ev=-141905.70675 homo_energy_ev="-0.227 / -2.274"
Rb 0.4824 2.1027 0.5434
N -3.7816 2.1156 3.3159
C -2.8806 1.6107 2.3904
S -1.4787 0.8695 3.0202
N -3.3254 1.7692 1.1498
N -2.4441 1.4132 0.1620
C -3.0068 1.2526 -0.9839
C -4.4802 1.3324 -1.1931
C -5.3176 0.3902 -0.6006
C -6.6862 0.4354 -0.8063
C -7.2407 1.4316 -1.6003
C -6.4154 2.3817 -2.1831
C -5.0430 2.3296 -1.9809
C -2.1487 1.0064 -2.1695
C -2.7122 0.6183 -3.3908
C -1.8884 0.4232 -4.4846
C -0.5264 0.6263 -4.3455
C -0.0532 0.9933 -3.0918
N -0.8279 1.1607 -2.0313
H -3.3749 2.2799 4.2213
H -4.3627 2.8527 2.9436
H -4.8801 -0.3687 0.0348
H -7.3258 -0.3024 -0.3365
H -8.3125 1.4722 -1.7571
H -6.8377 3.1703 -2.7943
H -4.3966 3.0752 -2.4280
H -3.7790 0.4664 -3.4703
H -2.3114 0.1203 -5.4356
H 0.1627 0.5110 -5.1708
H 1.0061 1.1677 -2.9339
Br 5.8709 -2.1014 -4.3540
C 5.1869 -1.1094 -2.8716
C 3.8134 -0.9344 -2.7293
C 3.3299 -0.2140 -1.6609
C 4.1787 0.3817 -0.6968
C 5.5680 0.1427 -0.8624
C 6.0575 -0.5818 -1.9334
N 3.6032 1.0889 0.3107
C 4.3601 1.9654 0.9654
C 3.9414 2.6545 2.1291
C 4.7768 3.6522 2.7034
C 4.3694 4.3304 3.8197
C 3.1210 4.0327 4.3852
C 2.3639 3.0484 3.7624
N 2.7354 2.3683 2.6903
H 3.1298 -1.3673 -3.4489
H 2.2614 -0.0874 -1.5326
H 6.2632 0.5095 -0.1197
H 7.1235 -0.7481 -2.0325
H 5.3401 2.2507 0.5730
H 5.7296 3.8697 2.2343
H 5.0036 5.0979 4.2518
H 2.7398 4.5514 5.2538
H 1.3815 2.7885 4.1515
C 1.3804 -3.0439 -1.2314
Si 0.3665 -2.3173 0.1943
C -1.4468 -2.9280 0.0034
C -2.4128 -2.1855 0.9294
C -1.5416 -4.4347 0.2769
C -1.8670 -2.6660 -1.4468
C 1.2644 -2.7344 1.8348
C 2.4550 -1.7709 1.9311
C 0.3735 -2.5522 3.0607
C 1.7952 -4.1739 1.8043
H 1.2512 -4.1329 -1.2596
H 2.4409 -2.8265 -1.1095
H 1.0761 -2.6424 -2.1976
H -2.1869 -2.3418 1.9850
H -3.4339 -2.5441 0.7437
H -2.3822 -1.1070 0.7664
H -1.3413 -4.6653 1.3259
H -0.8510 -5.0188 -0.3372
H -2.5585 -4.7865 0.0535
H -1.7770 -1.6106 -1.7060
H -2.9183 -2.9509 -1.5800
H -1.2752 -3.2417 -2.1619
H 2.1478 -0.7268 2.0079
H 3.1183 -1.8376 1.0653
H 3.0484 -2.0097 2.8230
H -0.1071 -1.5744 3.0804
H 0.9840 -2.6474 3.9668
H -0.4111 -3.3130 3.1094
H 2.5123 -4.3271 0.9954
H 0.9965 -4.9125 1.6940
H 2.3147 -4.3897 2.7474
O -0.2299 4.6899 0.4045
N 0.2315 4.5442 -0.7429
O 1.3788 4.0701 -0.8750
O -0.4573 4.8126 -1.7373

---

84
Properties=species:S:1:pos:R:3 method="wB97M-V/def2-TZVPD" spin_multiplicity=5 charge=+2 s_squared=6.041 homo_lumo_gap_ev="4.992 / 3.673" total_energy_ev=-107457.89478 homo_energy_ev="-9.756 / -12.888"
P -4.0779 -3.8268 2.2053
C -5.5535 -3.3502 3.1958
C -6.8688 -3.7151 2.8678
H -7.0772 -4.2229 1.9261
C -7.9135 -3.4584 3.7628
H -8.9202 -3.7919 3.5086
C -7.6582 -2.7973 4.9671
H -8.4748 -2.6183 5.6688
C -6.3575 -2.3758 5.2740
H -6.1522 -1.8533 6.2105
C -5.3106 -2.6307 4.3872
H -4.2957 -2.2990 4.6194
C -4.8946 -4.5011 0.6980
C -5.2878 -3.5705 -0.2879
H -5.0024 -2.5199 -0.1844
C -6.0597 -3.9876 -1.3720
H -6.3853 -3.2535 -2.1124
C -6.4188 -5.3335 -1.5038
H -7.0348 -5.6596 -2.3432
C -5.9927 -6.2667 -0.5551
H -6.2635 -7.3188 -0.6440
C -5.2190 -5.8541 0.5335
H -4.8852 -6.5859 1.2706
C -3.5966 -5.3794 3.0729
C -4.4255 -6.0358 3.9979
H -5.3583 -5.5721 4.3217
C -4.0725 -7.2975 4.4916
H -4.7459 -7.8001 5.1878
C -2.8796 -7.8984 4.0824
H -2.6279 -8.8982 4.4444
C -2.0137 -7.2206 3.2120
H -1.0769 -7.6831 2.8976
C -2.3474 -5.9483 2.7379
H -1.6444 -5.3942 2.1051
Ru -0.3928 -0.2504 0.0926
C 0.2517 -1.3678 -1.4608
C -0.4720 -2.3847 -1.9793
H 1.2353 -1.0841 -1.8757
C -1.6820 -2.8479 -1.1829
O -1.3180 -4.1254 -0.5865
H -2.0402 -4.4565 -0.0074
C -1.8663 -1.8793 -0.0877
H -2.5773 -2.9574 -1.8234
C -1.8462 -1.4789 1.1124
Cl 1.2716 1.2903 -0.8926
Cl -0.8961 1.1820 1.9529
P -1.6775 1.2884 -0.9712
C -1.1969 3.0548 -0.9103
H -0.2835 3.2128 -1.4980
H -0.9960 3.3217 0.1345
H -2.0094 3.6755 -1.3072
C -1.7745 0.9259 -2.7491
H -2.0900 -0.1157 -2.8955
H -0.7739 1.0685 -3.1837
H -2.4991 1.6044 -3.2227
C -3.3679 1.2986 -0.3083
H -3.3003 1.5770 0.7531
H -3.8159 0.3005 -0.3955
H -3.9643 2.0348 -0.8646
P 0.1190 -3.3253 -3.4188
C 1.1376 -2.2845 -4.4467
C -1.3645 -3.8130 -4.2958
H 2.0331 -1.9432 -3.9091
H 0.5600 -1.4210 -4.8061
H 1.4350 -2.9110 -5.2978
H -2.0708 -4.3119 -3.6164
H -1.0634 -4.4986 -5.0985
H -1.8377 -2.9203 -4.7316
C 1.0464 -4.6875 -2.7142
H 2.0572 -4.3501 -2.4425
H 1.1119 -5.4764 -3.4757
H 0.5189 -5.0600 -1.8213
H -2.1962 -1.5117 2.1339
Cl 2.7323 -4.4668 2.4000
C 2.5860 -2.7822 2.1614
C 3.5303 -1.9220 2.7036
C 3.3767 -0.5621 2.4642
C 2.2773 -0.1125 1.7350
N 1.3660 -0.9607 1.2165
C 1.5224 -2.2842 1.3831
H 4.3456 -2.3308 3.2860
H 4.1038 0.1589 2.8198
H 2.1123 0.9468 1.5314
H 0.8077 -2.9589 0.9048

---

83
Properties=species:S:1:pos:R:3 method="wB97M-V/def2-TZVPD" e_above_lowest_kcal_mol=138.1 spin_multiplicity=5 s_squared=6.303 homo_lumo_gap_ev="5.039 / 4.197" total_energy_ev=-107358.58749 homo_energy_ev="-4.740 / -4.900"
Fe -0.3249 1.2079 -0.8361
C -1.4266 1.4441 -3.4653
C -1.3188 0.1050 -3.3743
C -0.5413 -0.6941 -4.4181
C 0.8432 -0.1299 -4.8039
C 1.5739 0.4197 -3.6468
C 1.3781 1.6634 -3.0885
C 0.6507 2.7751 -3.8361
C -0.6587 2.2091 -4.4805
C 1.1186 0.8845 1.4828
H -2.1865 2.0595 -2.9884
H -1.9292 -0.5156 -2.7398
H -1.1214 -0.7503 -5.3756
H -0.4432 -1.7472 -4.1069
H 1.4893 -0.9305 -5.3008
H 0.7784 0.6025 -5.6438
H 2.4718 -0.1749 -3.4116
H 1.9275 1.9808 -2.2130
H 1.2884 3.2260 -4.6499
H 0.3433 3.5762 -3.1500
H -1.2470 3.0348 -4.9134
H -0.4206 1.6243 -5.3899
H 0.2043 1.5334 1.6339
H 1.9120 1.4241 2.0395
H 0.8775 0.0720 2.1729
P 1.7118 -0.0964 0.1677
P -1.5863 -1.0357 0.1770
N 3.1319 0.8004 -0.2826
N 2.4199 -1.5727 1.1246
N -2.6637 0.3430 -0.3142
N -2.8891 -2.0678 0.5816
C 0.9976 -1.2182 -1.1574
C -0.4491 -1.8580 -1.0935
C 3.1456 2.1944 -0.1868
C 4.1849 2.6953 -0.9410
C 4.8121 1.5777 -1.5730
C 4.1775 0.4120 -1.1401
C 3.3116 -1.2964 2.1631
C 4.2266 -2.3426 2.2743
C 3.8748 -3.3268 1.2981
C 2.7357 -2.8540 0.6561
C -2.1450 1.6917 0.1399
C -2.8387 2.6596 -0.6529
C -3.8909 1.9915 -1.3419
C -3.7453 0.6056 -1.1246
C -4.0608 -2.5505 -0.0247
C -4.7800 -3.2585 0.9419
C -4.0552 -3.1693 2.1817
C -2.9114 -2.4389 1.9473
H 1.7025 -2.0583 -1.2988
H 1.0460 -0.6720 -2.1206
H -0.9518 -1.7323 -2.0715
H -0.4004 -2.9486 -0.8768
H 2.4306 2.7026 0.4636
H 4.4670 3.7304 -0.9818
H 5.6198 1.6574 -2.2864
H 4.4029 -0.6333 -1.2733
H 3.1960 -0.3685 2.7072
H 5.0856 -2.3873 2.9248
H 4.4196 -4.2200 1.0440
H 2.1360 -3.3550 -0.0928
H -1.9356 1.7970 1.1856
H -2.6037 3.7254 -0.5673
H -4.6970 2.4134 -1.9368
H -4.4048 -0.2077 -1.3995
H -4.2322 -2.3675 -1.0785
H -5.7157 -3.7805 0.7896
H -4.3363 -3.5629 3.1481
H -2.1055 -2.1317 2.6171
Cl -1.1847 3.0989 4.8764
C -0.8111 1.4884 5.2573
C -0.4549 1.1317 6.5489
C -0.2818 -0.2216 6.9008
C -0.4239 -1.2292 5.9391
C -0.6366 -0.8987 4.6288
C -0.9359 0.4363 4.2756
C -1.4227 0.7209 2.9997
H -0.4043 1.9069 7.2990
H -0.1036 -0.4814 7.9559
H -0.3885 -2.2715 6.2310
H -0.6822 -1.6666 3.8506
H -1.4504 -0.0871 2.2294
H -1.8958 1.6870 2.7945